No. 1
{
  "formula": "C4H13N2O",
  "method": "wB97M-V/def2-TZVPD",
  "gap_ev": 9.972,
  "total_charge": 1,
  "multiplicity": 1,
  "e_above_lowest_ev": 2.511,
  "homo_ha": -0.524,
  "species": ["C", "C", "C", "N", "C", "N", "H", "H", "H", "H", "H", "H", "H", "H", "H", "H", "H", "H", "H", "O"],
  "xyz": [[0.72985, -0.70163, 2.66986], [0.47724, -1.49743, 1.37743], [-0.12163, -0.75527, 0.16865], [0.44573, 0.66083, 0.02117], [0.07190, 1.49871, -0.95093], [-0.24135, 2.76669, -0.93203], [1.72344, -0.25046, 2.68348], [0.03591, 0.12109, 2.81239], [0.70800, -1.46811, 3.43570], [1.29957, -2.15292, 1.09510], [-0.43993, -2.07278, 1.51970], [0.06114, -1.12038, -0.84918], [-1.19591, -0.65106, 0.30932], [1.44935, 0.67590, 0.20432], [-0.14452, 0.96361, -1.88891], [-0.39855, 3.18643, -1.83631], [-0.27339, 3.20430, -0.01900], [-1.88727, -0.31369, -3.64654], [-1.17725, -1.52088, -3.01187], [-1.12232, -0.57295, -3.16237]],
  "forces_ev_per_a": [[0.607, -0.314, -0.955], [-1.395, 0.350, -0.895], [1.040, 1.951, -1.370], [0.737, 0.607, 1.786], [-1.487, -1.730, -1.976], [1.214, -1.618, 0.909], [0.065, -0.085, -0.048], [-0.370, -0.268, 0.239], [-0.158, 0.397, 0.549], [-0.011, 0.089, 0.097], [0.587, -0.937, 0.690], [-0.161, -1.097, 0.513], [0.074, 0.262, -0.051], [-0.339, 0.515, 0.710], [-0.258, 0.521, -0.186], [-0.280, 0.579, 0.317], [0.157, 0.757, -0.320], [-0.959, 0.079, -0.654], [-0.163, -0.035, -0.194], [1.100, -0.023, 0.838]],
  "mulliken_charge": [-1.1031, -0.3737, -0.6359, -0.2512, 0.2002, -0.2395, 0.3202, 0.3250, 0.3667, 0.3579, 0.2870, 0.3829, 0.3174, 0.2482, 0.1959, 0.2881, 0.3068, 0.3057, 0.3111, -0.6097]
}

---

No. 2
{
  "formula": "C23H54BIO4P",
  "method": "wB97M-V/def2-TZVPD",
  "gap_ev": 5.590,
  "total_charge": -1,
  "multiplicity": 1,
  "homo_ha": -0.136,
  "species": ["C", "C", "O", "O", "C", "C", "C", "B", "I", "P", "O", "O", "H", "H", "H", "H", "H", "H", "H", "H", "H", "H", "H", "H", "C", "C", "C", "C", "C", "C", "H", "H", "H", "H", "H", "H", "H", "H", "H", "H", "H", "H", "H", "H", "C", "C", "C", "C", "C", "C", "H", "H", "H", "H", "H", "H", "H", "H", "H", "H", "H", "H", "H", "H", "C", "C", "C", "C", "C", "C", "H", "H", "H", "H", "H", "H", "H", "H", "H", "H", "H", "H", "H", "H"],
  "xyz": [[7.27147, -7.46563, 2.28973], [5.94501, -7.18003, 1.62916], [5.78604, -7.15991, 0.44610], [4.98427, -6.95594, 2.54870], [3.81154, -6.21022, 2.14061], [2.53927, -6.79284, 2.77453], [1.41850, -7.22203, 1.81118], [1.55287, -8.64606, 1.01144], [2.49595, -8.38401, -1.03806], [2.37260, -10.17478, 1.91144], [1.81169, -9.98990, 3.49764], [4.01080, -9.81816, 2.06365], [7.11652, -8.08353, 3.17716], [7.87313, -8.03831, 1.58315], [7.76602, -6.53377, 2.56432], [3.75690, -6.12578, 1.05486], [3.96992, -5.20491, 2.55053], [2.84834, -7.58757, 3.45723], [2.13090, -6.00024, 3.41806], [0.51188, -7.31545, 2.42271], [1.26553, -6.39698, 1.10348], [0.44192, -9.05998, 0.76132], [2.35210, -9.38157, 4.01412], [4.19668, -9.22267, 2.80236], [1.39077, -3.10453, 2.25080], [2.37514, -2.14994, 2.91923], [1.80712, -0.75211, 3.16033], [1.40438, 0.00218, 1.89187], [2.52490, 0.18340, 0.86966], [3.69721, 1.00679, 1.39472], [1.09906, -2.75677, 1.25868], [1.83703, -4.09081, 2.13248], [0.48659, -3.21658, 2.85305], [3.28863, -2.08785, 2.32077], [2.67509, -2.57022, 3.88339], [2.53779, -0.16087, 3.72060], [0.92817, -0.83340, 3.80802], [1.02370, 0.98920, 2.17849], [0.56818, -0.51366, 1.41152], [2.11158, 0.68130, -0.01138], [2.88630, -0.78899, 0.52624], [3.36600, 2.00041, 1.70778], [4.45793, 1.13651, 0.62325], [4.17672, 0.52651, 2.24882], [-2.08020, 5.70260, 0.39165], [-1.97912, 4.84904, -0.86917], [-1.83770, 3.35498, -0.58343], [-0.57794, 2.96463, 0.19147], [0.73600, 3.38114, -0.46713], [0.95899, 2.73870, -1.83335], [-1.18162, 5.62667, 1.00561], [-2.21227, 6.75452, 0.13248], [-2.93420, 5.39675, 0.99992], [-1.14510, 5.19760, -1.48454], [-2.88220, 5.00070, -1.46826], [-1.86826, 2.80854, -1.53001], [-2.71156, 3.01859, -0.01625], [-0.57585, 1.87867, 0.32725], [-0.62051, 3.39077, 1.19809], [1.55773, 3.09868, 0.19701], [0.78579, 4.46938, -0.56644], [0.95332, 1.64958, -1.75845], [1.92107, 3.03831, -2.25172], [0.18703, 3.03048, -2.54736], [-6.29683, 6.37836, -6.40331], [-5.15668, 6.50287, -5.39717], [-5.11947, 5.36830, -4.37477], [-6.35653, 5.26755, -3.48014], [-6.67449, 6.52963, -2.67920], [-5.56849, 6.91721, -1.70287], [-7.27215, 6.41569, -5.91564], [-6.26446, 7.19061, -7.13093], [-6.22946, 5.43637, -6.95152], [-5.22085, 7.46823, -4.88742], [-4.20682, 6.51013, -5.93818], [-4.22669, 5.48067, -3.75310], [-4.99670, 4.41808, -4.90376], [-6.21301, 4.43429, -2.78504], [-7.22721, 5.00400, -4.08698], [-7.59885, 6.36005, -2.12078], [-6.87735, 7.36583, -3.35420], [-5.37797, 6.10716, -0.99524], [-5.84726, 7.80320, -1.13057], [-4.63422, 7.14119, -2.22037]],
  "forces_ev_per_a": [[-0.191, -0.717, -0.032], [0.146, -0.190, 0.156], [-0.044, 0.383, -0.295], [0.040, 0.268, 0.024], [-0.260, 0.195, 0.129], [-0.047, 0.506, -0.088], [0.460, -0.436, 0.100], [-0.407, 0.441, 0.600], [0.193, -0.054, -0.214], [-0.053, -0.178, -0.669], [0.337, -0.206, 0.146], [-0.009, -0.211, 0.669], [0.059, 0.222, 0.049], [0.080, 0.242, 0.054], [-0.031, -0.040, -0.001], [0.037, -0.365, 0.034], [0.097, -0.050, -0.128], [-0.059, -0.010, -0.070], [0.087, -0.151, 0.105], [-0.001, 0.120, -0.106], [-0.190, -0.057, 0.061], [-0.006, -0.052, -0.063], [-0.245, 0.136, -0.067], [0.018, 0.217, -0.372], [0.138, 0.037, 0.006], [-0.083, -0.037, 0.048], [0.041, 0.025, 0.007], [-0.037, -0.011, -0.012], [0.017, 0.096, 0.030], [0.005, -0.049, -0.072], [-0.018, -0.012, -0.001], [-0.076, -0.033, -0.038], [-0.021, 0.004, -0.022], [0.005, 0.018, 0.005], [0.028, -0.003, -0.009], [-0.004, 0.013, -0.010], [-0.002, -0.016, 0.000], [0.010, 0.007, -0.011], [0.000, -0.011, 0.013], [0.006, -0.028, -0.021], [-0.031, -0.018, 0.009], [0.002, -0.007, 0.038], [0.005, 0.017, 0.008], [-0.004, 0.010, 0.012], [0.037, 0.055, -0.127], [-0.111, -0.014, 0.059], [0.021, -0.025, -0.037], [-0.007, 0.031, 0.033], [0.028, -0.100, -0.045], [0.036, 0.087, 0.024], [-0.008, -0.014, 0.015], [-0.020, 0.009, 0.044], [0.019, -0.013, 0.026], [0.011, -0.018, -0.002], [0.019, 0.012, -0.027], [0.008, -0.008, 0.004], [-0.008, 0.013, -0.002], [0.016, -0.001, -0.003], [-0.013, -0.004, 0.001], [0.010, 0.021, -0.003], [-0.023, 0.008, 0.042], [-0.040, -0.006, -0.020], [0.004, -0.023, -0.008], [-0.006, -0.012, -0.002], [0.032, 0.077, 0.025], [0.003, -0.055, -0.067], [0.017, 0.005, 0.040], [-0.029, 0.004, -0.038], [0.039, -0.053, 0.060], [-0.068, 0.053, -0.024], [-0.004, -0.016, -0.002], [-0.008, -0.012, -0.015], [-0.025, -0.016, 0.016], [0.004, -0.006, 0.021], [0.006, 0.022, 0.010], [-0.006, -0.006, 0.008], [0.004, 0.005, -0.012], [-0.005, 0.007, 0.013], [0.011, -0.007, -0.011], [-0.010, 0.020, -0.009], [-0.006, -0.016, -0.024], [0.046, 0.001, -0.005], [0.021, -0.008, 0.023], [0.015, -0.012, 0.017]],
  "mulliken_charge": [-1.1661, 0.8826, -0.5192, -0.3968, -0.4783, -0.2388, -0.8611, 0.3350, -0.3209, -0.2036, -0.4897, -0.3923, 0.3063, 0.3494, 0.2730, 0.4428, 0.1421, 0.0829, 0.4287, 0.2944, 0.1669, -0.1966, 0.3126, 0.2898, -0.5612, -0.3857, -1.2059, -0.3709, 0.0087, -1.4126, 0.3163, -0.2518, 0.2973, 0.2332, 0.4835, 0.3690, 0.4035, 0.2644, 0.4173, -0.1922, 0.4897, 0.2662, 0.3836, 0.4072, -1.3884, 0.3386, -1.0724, -0.2466, -0.2069, -1.3746, 0.4035, 0.3818, 0.2960, 0.2810, -0.2227, 0.3650, 0.4001, 0.0985, 0.3842, 0.0793, 0.4351, 0.2592, 0.3641, 0.4246, -1.2255, -0.5062, -0.1827, -0.7110, -0.4479, -1.1071, 0.2814, 0.3815, 0.2960, 0.2500, 0.4062, -0.1121, 0.4210, 0.3794, 0.3402, 0.3563, 0.2572, 0.2563, 0.4223, 0.2430]
}

---

No. 3
{
  "formula": "C27H59BBrNO4",
  "method": "wB97M-V/def2-TZVPD",
  "gap_ev": 9.582,
  "total_charge": 0,
  "multiplicity": 1,
  "smiles": "CCB(O)OC(=O)N(Br)CCCCCCCCCCCOC.CCCCCC.CCCCCC",
  "homo_ha": -0.357,
  "species": ["C", "C", "B", "O", "O", "C", "O", "N", "Br", "C", "C", "C", "C", "C", "C", "C", "C", "C", "C", "C", "O", "C", "H", "H", "H", "H", "H", "H", "H", "H", "H", "H", "H", "H", "H", "H", "H", "H", "H", "H", "H", "H", "H", "H", "H", "H", "H", "H", "H", "H", "H", "H", "H", "C", "C", "C", "C", "C", "C", "H", "H", "H", "H", "H", "H", "H", "H", "H", "H", "H", "H", "H", "H", "C", "C", "C", "C", "C", "C", "H", "H", "H", "H", "H", "H", "H", "H", "H", "H", "H", "H", "H", "H"],
  "xyz": [[-6.54606, 0.31882, -4.32213], [-5.88021, 1.48436, -3.57405], [-4.32319, 1.60590, -3.67897], [-3.59912, 2.55719, -2.98293], [-3.64288, 0.76732, -4.54943], [-2.30761, 0.53630, -4.45353], [-1.47393, 1.23006, -4.91135], [-2.04955, -0.74241, -3.89216], [-2.75985, -0.85471, -2.15108], [-0.63108, -1.12383, -3.93346], [-0.40149, -2.61268, -3.65087], [0.90787, -2.84859, -2.87850], [0.77549, -2.46404, -1.40483], [2.09870, -2.35058, -0.63670], [3.16760, -1.50389, -1.34821], [4.01701, -0.65657, -0.39407], [3.25920, 0.38796, 0.46274], [1.92539, 0.90118, -0.08342], [1.47726, 2.19268, 0.60861], [-0.02886, 2.33378, 0.71135], [-0.54517, 1.20906, 1.40682], [-1.91218, 1.33299, 1.68735], [-5.82277, -0.45987, -4.56956], [-7.33127, -0.14295, -3.72014], [-7.01535, 0.65219, -5.24891], [-6.30247, 2.44702, -3.88244], [-6.08362, 1.41347, -2.49613], [-3.61988, 2.43622, -2.02867], [-0.04323, -0.49393, -3.25422], [-0.31474, -0.88177, -4.94835], [-1.25072, -3.05926, -3.12575], [-0.33563, -3.12952, -4.61235], [1.68871, -2.28675, -3.40075], [1.14681, -3.91453, -2.95204], [0.16080, -3.24001, -0.93156], [0.22330, -1.52638, -1.28585], [1.88369, -1.91468, 0.34502], [2.48346, -3.35576, -0.42862], [3.82823, -2.16476, -1.91727], [2.69364, -0.84800, -2.08392], [4.56445, -1.33061, 0.27337], [4.78084, -0.13172, -0.97716], [3.91448, 1.25736, 0.58975], [3.08871, -0.01080, 1.46797], [2.00952, 1.07633, -1.16130], [1.14830, 0.15190, 0.07328], [1.87279, 2.21103, 1.63131], [1.87582, 3.06782, 0.08670], [-0.28181, 3.25070, 1.26447], [-0.49502, 2.40983, -0.28482], [-2.11709, 2.19883, 2.33037], [-2.23243, 0.42303, 2.19504], [-2.49390, 1.44130, 0.76167], [0.41308, -8.17144, 3.37448], [1.08382, -7.97049, 2.01963], [1.11677, -6.51190, 1.56545], [-0.25792, -5.86688, 1.37953], [-1.17668, -6.58433, 0.39077], [-0.61965, -6.63398, -1.02857], [-0.63451, -7.86685, 3.35579], [0.44299, -9.21892, 3.67686], [0.91643, -7.58653, 4.14755], [0.57933, -8.58405, 1.26785], [2.11106, -8.34064, 2.06995], [1.68198, -6.44365, 0.63154], [1.67832, -5.92418, 2.29869], [-0.10919, -4.83510, 1.04281], [-0.76439, -5.79538, 2.34585], [-2.14007, -6.06769, 0.37763], [-1.38324, -7.59979, 0.73982], [-0.43601, -5.62280, -1.40194], [-1.32105, -7.11751, -1.70967], [0.31990, -7.18657, -1.07659], [1.52854, 9.07824, 1.60485], [1.89585, 8.59295, 3.00326], [2.45380, 7.17061, 3.02897], [1.49105, 6.09562, 2.52106], [0.15530, 6.02669, 3.25984], [0.29555, 5.69111, 4.74087], [0.74162, 8.46807, 1.15878], [1.16957, 10.10787, 1.62735], [2.39511, 9.04156, 0.94092], [1.02072, 8.66241, 3.65551], [2.64376, 9.26552, 3.43108], [2.76615, 6.92990, 4.04876], [3.36332, 7.13558, 2.42091], [1.98637, 5.12151, 2.59564], [1.29901, 6.25177, 1.45571], [-0.46718, 5.26664, 2.77906], [-0.38369, 6.97144, 3.14733], [0.81059, 4.73712, 4.87540], [-0.68051, 5.61369, 5.22160], [0.86314, 6.45437, 5.27538]],
  "forces_ev_per_a": [[-0.066, -0.025, 0.086], [0.053, -0.177, 0.057], [0.010, 0.307, -0.194], [0.278, -0.603, 0.119], [-0.066, 0.001, 0.310], [-0.972, -0.951, 0.325], [0.952, 0.810, -0.652], [0.101, 0.271, 0.044], [-0.058, -0.082, -0.120], [0.013, -0.040, 0.203], [0.177, -0.048, -0.231], [-0.568, -0.009, -0.153], [0.175, -0.187, 0.092], [-0.062, -0.066, 0.042], [-0.062, 0.025, 0.230], [0.005, 0.030, -0.057], [0.086, 0.011, -0.019], [0.009, 0.024, -0.128], [0.000, -0.102, 0.182], [-0.057, 0.023, 0.005], [0.192, 0.113, -0.033], [-0.127, -0.033, -0.070], [-0.058, 0.031, -0.020], [0.019, 0.045, -0.043], [0.118, -0.028, -0.008], [-0.013, -0.025, 0.115], [-0.082, 0.079, -0.075], [-0.205, 0.322, -0.033], [-0.049, -0.025, -0.026], [0.052, 0.013, 0.076], [0.059, 0.126, 0.093], [-0.103, -0.027, 0.062], [0.101, -0.095, 0.196], [0.206, 0.103, 0.003], [-0.052, 0.165, 0.051], [0.035, 0.025, -0.165], [-0.002, -0.056, -0.063], [0.074, 0.071, -0.080], [-0.009, 0.103, -0.031], [-0.029, 0.017, 0.051], [-0.001, 0.070, -0.005], [-0.068, -0.082, -0.053], [0.034, -0.114, 0.086], [-0.042, 0.057, -0.037], [-0.089, -0.004, 0.036], [0.043, -0.035, -0.127], [0.009, 0.023, -0.076], [0.018, -0.014, 0.091], [0.008, -0.025, -0.060], [0.017, -0.078, 0.058], [0.003, -0.028, -0.018], [0.025, 0.062, -0.001], [-0.040, 0.019, 0.014], [0.000, -0.020, -0.026], [0.015, 0.006, 0.031], [0.002, 0.001, -0.016], [0.002, 0.020, 0.005], [0.022, 0.047, -0.030], [-0.050, 0.008, 0.031], [0.000, 0.003, 0.001], [0.007, 0.002, 0.006], [-0.014, 0.014, 0.001], [0.007, 0.005, -0.013], [-0.004, -0.013, -0.005], [-0.008, 0.008, -0.002], [0.004, -0.009, 0.005], [-0.024, -0.001, -0.010], [0.017, -0.004, 0.009], [-0.008, -0.017, 0.000], [-0.001, 0.001, 0.016], [0.040, -0.014, -0.018], [0.006, 0.006, -0.009], [0.005, 0.010, -0.004], [-0.013, 0.009, 0.029], [0.019, 0.010, -0.025], [-0.003, -0.013, 0.019], [-0.002, -0.030, -0.044], [0.013, -0.033, 0.022], [-0.023, 0.016, -0.014], [0.000, -0.003, -0.002], [0.008, 0.003, -0.004], [-0.007, -0.015, -0.010], [0.006, -0.007, 0.013], [-0.010, 0.007, 0.005], [-0.004, -0.009, -0.002], [-0.001, 0.010, -0.001], [-0.007, -0.002, 0.004], [0.007, 0.006, -0.002], [-0.014, 0.010, 0.000], [-0.001, 0.003, -0.015], [0.015, 0.009, 0.005], [0.002, -0.008, 0.001], [0.003, -0.001, 0.000]],
  "mulliken_charge": [-0.9992, -0.4305, 0.4281, -0.4598, -0.4351, 0.5000, -0.4819, -0.1859, -0.0727, -0.4494, -0.9105, -0.7739, 0.2235, -0.6703, -0.6448, -1.2184, -0.9082, 0.2918, -0.9491, -0.2613, -0.2855, -0.5720, 0.2328, 0.3137, 0.2864, 0.3801, 0.2772, 0.2879, 0.2308, 0.5577, 0.3671, 0.4069, 0.4059, 0.3507, -0.0394, -0.0581, 0.4014, 0.4659, 0.5342, 0.2318, 0.2980, 0.4009, 0.4202, 0.4091, 0.3232, -0.0442, 0.3627, 0.3857, 0.1569, 0.2568, 0.2519, 0.2591, 0.1344, -1.2124, -0.5360, -0.5428, -0.4453, -0.4663, -0.7922, 0.2819, 0.3835, 0.2929, 0.2487, 0.3810, 0.2789, 0.4151, 0.1046, 0.3739, 0.3702, 0.2790, -0.0910, 0.4168, 0.2939, -1.1803, -0.4134, -0.8785, -0.3572, -0.3016, -1.2733, 0.2739, 0.3804, 0.2946, 0.2326, 0.3790, 0.3628, 0.3820, 0.2328, 0.3847, 0.1815, 0.2917, 0.2966, 0.3988, 0.2964]
}